# 1
Computed, not measured: a cluster of 3 separate species, C4H7NO in total, with ωB97M-V/def2-TZVPD.

The geometry in ORCA input format:
```
! RIJCOSX wB97M-V def2-TZVPD def2/J DEFGRID3
* xyz 0 1
C -0.606 -1.457 -0.559
C -1.658 -0.641 -0.511
C -1.523 0.775 -0.727
N -1.401 1.915 -0.893
H -0.719 -2.520 -0.379
H 0.397 -1.094 -0.757
H -2.658 -1.003 -0.297
H 0.722 -0.018 2.183
H 0.048 0.007 2.499
C 1.849 1.021 -0.140
O 2.257 0.045 0.445
H 2.183 1.257 -1.168
H 1.109 1.711 0.304
*
```

Results
- HOMO energy (eV) = -10.37
- frontier orbital gap (eV) = 10.67
- SMILES = C=CC#N.[H][H].C=O
- LUMO (eV) = 0.29

# 2
Computed, not measured: a cluster of 2 separate species, C4H7NO in total, with ωB97M-V/def2-TZVPD.

The geometry in ORCA input format:
```
! RIJCOSX wB97M-V def2-TZVPD def2/J DEFGRID3
* xyz 0 1
C -1.403 0.948 -0.329
C -0.627 -0.977 1.934
O -0.964 -1.891 1.350
C 0.994 0.296 -0.071
C 1.922 -0.664 -0.177
N -0.173 0.358 -0.819
H -2.006 1.279 -1.181
H -1.174 1.822 0.289
H -2.030 0.272 0.274
H 1.134 1.137 0.609
H 1.762 -1.534 -0.812
H 2.871 -0.594 0.341
H -0.307 -0.452 -1.410
*
```

Results
- HOMO energy (eV) = -8.04
- frontier orbital gap (eV) = 9.16
- LUMO (eV) = 1.12

# 3
Computed, not measured: a cluster of 2 separate species, C4H7NO in total, with ωB97M-V/def2-TZVPD.

The geometry in ORCA input format:
```
! RIJCOSX wB97M-V def2-TZVPD def2/J DEFGRID3
* xyz 0 1
N 1.674 -2.747 -0.953
C 1.111 -1.771 -0.680
C 0.419 -0.554 -0.329
C -0.848 -0.635 0.491
C -0.925 -0.254 -0.949
H 1.060 0.301 -0.144
H -0.984 0.149 1.228
H -1.191 -1.625 0.777
H -1.111 0.788 -1.190
H -1.324 -0.975 -1.655
O 0.399 2.216 1.039
H 0.592 3.109 0.731
H 1.127 1.998 1.634
*
```

Results
- HOMO energy (eV) = -10.47
- frontier orbital gap (eV) = 10.87
- SMILES = N#CC1CC1.O
- LUMO (eV) = 0.40

# 4
Computed, not measured: the molecule C4H7NO, with ωB97M-V/def2-TZVPD.

The geometry in ORCA input format:
```
! RIJCOSX wB97M-V def2-TZVPD def2/J DEFGRID3
* xyz 0 1
C 0.488 0.341 -1.413
C 0.146 -0.072 -0.002
C 0.666 0.784 1.095
O 0.893 0.454 2.238
C -1.220 -0.556 0.328
N -0.066 -1.475 0.248
H 1.554 0.186 -1.607
H -0.077 -0.257 -2.133
H 0.249 1.398 -1.578
H 0.722 1.836 0.781
H -1.637 -0.355 1.314
H -1.957 -0.601 -0.472
H 0.238 -1.682 1.201
*
```

Results
- HOMO energy (eV) = -10.03
- frontier orbital gap (eV) = 10.95
- SMILES = C[C@@]1(C=O)CN1
- LUMO (eV) = 0.92

# 5
Computed, not measured: the molecule C4H7NO, with ωB97M-V/def2-TZVPD.

The geometry in ORCA input format:
```
! RIJCOSX wB97M-V def2-TZVPD def2/J DEFGRID3
* xyz 0 1
C -0.187 -0.269 -2.192
C 0.609 0.583 -1.234
C 0.981 0.121 -0.066
N 1.082 -0.324 1.077
C -0.246 -0.168 1.737
O -0.260 -0.424 3.095
H 0.240 -0.271 -3.199
H -0.244 -1.303 -1.837
H -1.215 0.109 -2.259
H 0.786 1.632 -1.453
H -0.623 0.836 1.499
H -0.899 -0.907 1.271
H -0.024 0.385 3.560
*
```

Results
- HOMO energy (eV) = -8.89
- frontier orbital gap (eV) = 9.75
- SMILES = CC=C=NCO
- LUMO (eV) = 0.86

# 6
Computed, not measured: the molecule C4H7NO, with ωB97M-V/def2-TZVPD.

The geometry in ORCA input format:
```
! RIJCOSX wB97M-V def2-TZVPD def2/J DEFGRID3
* xyz 0 1
C -1.604 -0.482 0.258
C -0.372 -0.651 -0.606
C 0.030 0.534 -1.447
N 0.710 0.168 -0.236
C 1.631 0.375 0.614
O 1.745 -0.426 1.688
H -1.475 -0.936 1.248
H -2.456 -0.984 -0.211
H -1.885 0.578 0.416
H 1.198 -1.210 1.504
H 0.586 0.390 -2.374
H -0.490 1.496 -1.368
H 2.383 1.148 0.515
*
```

Results
- HOMO energy (spin up / spin down) (eV) = -7.12 / -7.13
- frontier orbital gap (spin up / spin down) (eV) = 8.00 / 8.00
- LUMO (spin up / spin down) (eV) = 0.87 / 0.87

# 7
Computed, not measured: the molecule C4H7NO, with ωB97M-V/def2-TZVPD.

The geometry in ORCA input format:
```
! RIJCOSX wB97M-V def2-TZVPD def2/J DEFGRID3
* xyz 0 1
C -2.052 0.485 0.129
C -0.950 1.132 -0.677
C 0.323 0.792 -0.711
N 1.200 -0.129 0.550
C 2.021 -1.136 -0.033
O 1.520 0.273 1.636
H -2.277 1.193 0.996
H -3.118 0.431 -0.317
H -1.890 -0.537 0.426
H -1.305 1.704 -1.515
H 1.644 -1.200 -1.065
H 3.068 -0.927 0.160
H 1.816 -2.078 0.420
*
```

Results
- HOMO energy (spin up / spin down) (eV) = -8.64 / -8.49
- frontier orbital gap (spin up / spin down) (eV) = 8.36 / 7.71
- SMILES = CC=C=[N+](C)[O-]
- LUMO (spin up / spin down) (eV) = -0.29 / -0.78

# 8
Computed, not measured: the molecule C4H7NO, with ωB97M-V/def2-TZVPD.

The geometry in ORCA input format:
```
! RIJCOSX wB97M-V def2-TZVPD def2/J DEFGRID3
* xyz 0 1
C 1.810 -0.032 -0.306
C 0.628 0.650 0.341
O 0.726 1.615 1.048
N -0.713 0.058 0.093
C -0.807 -1.206 -0.431
C -1.759 0.793 0.520
H 2.652 0.667 -0.319
H 2.090 -0.918 0.274
H 1.576 -0.343 -1.326
H -1.738 -1.697 -0.146
H -0.111 -1.542 -1.213
H -1.641 1.470 1.371
H -2.711 0.485 0.094
*
```

Results
- HOMO energy (spin up / spin down) (eV) = -7.49 / -7.37
- frontier orbital gap (spin up / spin down) (eV) = 7.82 / 7.63
- LUMO (spin up / spin down) (eV) = 0.33 / 0.26

# 9
Computed, not measured: the molecule C4H7NO, with ωB97M-V/def2-TZVPD.

The geometry in ORCA input format:
```
! RIJCOSX wB97M-V def2-TZVPD def2/J DEFGRID3
* xyz 0 1
O -0.080 -1.519 1.300
C -0.895 -0.491 0.851
C -0.459 0.942 0.860
C 1.788 0.223 -0.835
N 0.570 -0.063 -1.221
C -0.625 0.229 -0.451
H 0.827 -1.322 1.024
H -1.936 -0.713 1.073
H 0.578 1.134 1.126
H -1.164 1.729 1.110
H 2.447 -0.090 -1.670
H 0.359 -0.529 -2.103
H -1.465 0.473 -1.095
*
```

Results
- HOMO energy (eV) = -8.68
- frontier orbital gap (eV) = 9.51
- LUMO (eV) = 0.83

# 10
Computed, not measured: the molecule C4H7NO, with ωB97M-V/def2-TZVPD.

The geometry in ORCA input format:
```
! RIJCOSX wB97M-V def2-TZVPD def2/J DEFGRID3
* xyz 0 1
O 2.794 -0.557 -0.423
C 1.976 0.138 0.148
N 0.629 -0.111 0.042
C -0.312 0.743 0.620
C -1.555 0.016 -0.040
C -0.363 -0.840 -0.693
H 2.362 1.054 0.584
H -0.518 0.343 1.716
H -0.320 1.748 0.469
H -2.077 0.676 -0.780
H -2.073 -0.461 0.621
H -0.047 -0.749 -1.740
H -0.495 -2.000 -0.524
*
```

Results
- HOMO energy (eV) = -9.04
- frontier orbital gap (eV) = 9.92
- SMILES = O=CN1CCC1
- LUMO (eV) = 0.88

# 11
Computed, not measured: the molecule C4H7NO, with ωB97M-V/def2-TZVPD.

The geometry in ORCA input format:
```
! RIJCOSX wB97M-V def2-TZVPD def2/J DEFGRID3
* xyz 0 1
N -0.913 -0.638 0.669
C -0.315 -0.919 -0.623
C 0.958 -0.057 -0.681
C 0.743 1.159 0.183
C -0.416 1.410 0.797
O -1.270 1.981 1.380
H -0.295 -0.891 1.430
H -1.852 -0.980 0.828
H -1.027 -0.606 -1.394
H -0.092 -1.984 -0.779
H 1.151 0.239 -1.720
H 1.830 -0.646 -0.360
H 1.497 1.931 0.271
*
```

Results
- HOMO energy (eV) = -7.99
- frontier orbital gap (eV) = 8.86
- SMILES = NCCC=C=O
- LUMO (eV) = 0.86

# 12
Computed, not measured: the molecule C4H7NO, with ωB97M-V/def2-TZVPD.

The geometry in ORCA input format:
```
! RIJCOSX wB97M-V def2-TZVPD def2/J DEFGRID3
* xyz 0 1
C 2.234 0.773 -0.049
N 1.452 -0.165 -0.289
C -0.197 -0.001 -0.013
C -1.006 -1.031 -0.740
C -0.556 0.517 1.311
O -0.765 1.281 0.062
H 3.270 0.280 -0.034
H 2.250 1.838 0.130
H -2.127 -0.881 -0.741
H -0.875 -2.008 -0.547
H -0.563 -0.915 -1.841
H -1.345 0.119 1.806
H 0.230 0.994 1.830
*
```

Results
- HOMO energy (eV) = -9.32
- frontier orbital gap (eV) = 10.37
- SMILES = C=N[C@@]1(C)CO1
- LUMO (eV) = 1.05

# 13
Computed, not measured: the molecule C4H7NO, with ωB97M-V/def2-TZVPD.

The geometry in ORCA input format:
```
! RIJCOSX wB97M-V def2-TZVPD def2/J DEFGRID3
* xyz 0 1
C 0.396 -1.534 0.155
N -0.065 -0.279 -0.472
C -1.271 0.375 0.092
C -0.651 1.601 0.328
O -0.896 2.726 0.730
C 0.710 0.980 -0.138
H 1.392 -1.802 -0.211
H 0.402 -1.363 1.232
H -0.315 -2.329 -0.084
H -0.126 -0.410 -1.485
H -2.224 -0.126 0.176
H 1.405 0.766 0.675
H 1.243 1.396 -0.998
*
```

Results
- HOMO energy (eV) = -7.60
- frontier orbital gap (eV) = 8.05
- SMILES = C[N@H+]1C=C([O-])C1
- LUMO (eV) = 0.45

# 14
Computed, not measured: the molecule C4H7NO, with ωB97M-V/def2-TZVPD.

The geometry in ORCA input format:
```
! RIJCOSX wB97M-V def2-TZVPD def2/J DEFGRID3
* xyz 0 1
C 0.295 1.248 -0.485
C -0.826 0.219 -0.132
C -0.745 -1.231 -0.490
N -0.553 -0.804 0.889
C 0.801 -0.545 1.181
O 1.751 -1.050 0.640
H -0.033 2.226 -0.128
H 0.405 1.236 -1.564
H 1.325 1.147 -0.111
H -1.796 0.707 -0.066
H -1.638 -1.834 -0.664
H 0.148 -1.577 -1.003
H 0.865 0.258 1.933
*
```

Results
- HOMO energy (eV) = -10.00
- frontier orbital gap (eV) = 11.05
- SMILES = C[C@H]1CN1C=O
- LUMO (eV) = 1.06

# 15
Computed, not measured: the molecule C4H7NO, with ωB97M-V/def2-TZVPD.

The geometry in ORCA input format:
```
! RIJCOSX wB97M-V def2-TZVPD def2/J DEFGRID3
* xyz 0 1
C -1.044 1.201 1.599
C -0.229 0.203 0.812
O 0.593 -0.541 1.400
N -0.482 0.150 -0.504
C 1.198 -0.525 -1.866
C 0.214 -1.047 -1.030
H -1.634 0.663 2.346
H -0.374 1.882 2.133
H -1.704 1.770 0.944
H 1.830 0.269 -1.476
H 1.340 -0.813 -2.908
H 0.722 -1.378 -0.022
H -0.429 -1.834 -1.429
*
```

Results
- HOMO energy (eV) = -9.07
- frontier orbital gap (eV) = 7.47
- LUMO (eV) = -1.61

# 16
Computed, not measured: a cluster of 2 separate species, C4H7NO in total, with ωB97M-V/def2-TZVPD.

The geometry in ORCA input format:
```
! RIJCOSX wB97M-V def2-TZVPD def2/J DEFGRID3
* xyz 0 1
C 2.297 0.295 0.452
N 1.530 -0.899 0.518
C 0.854 -1.853 0.574
C -1.530 -0.337 -0.962
C -2.026 0.472 0.149
O -0.763 0.741 -0.439
H 1.618 1.141 0.328
H 2.980 0.248 -0.400
H 2.878 0.405 1.371
H -1.133 -1.330 -0.755
H -1.922 -0.176 -1.966
H -2.789 1.229 -0.029
H -1.993 0.062 1.158
*
```

Results
- HOMO energy (eV) = -10.37
- frontier orbital gap (eV) = 11.40
- LUMO (eV) = 1.03

# 17
Computed, not measured: the molecule C4H7NO, with ωB97M-V/def2-TZVPD.

The geometry in ORCA input format:
```
! RIJCOSX wB97M-V def2-TZVPD def2/J DEFGRID3
* xyz 0 1
C -0.105 1.227 -1.184
C -0.500 0.028 -0.332
C 0.419 -1.192 -0.544
N 0.494 -0.365 0.635
C -0.002 -0.432 1.906
O -0.973 0.230 2.242
H -0.458 2.131 -0.690
H -0.521 1.206 -2.199
H 0.991 1.295 -1.284
H -1.380 0.185 0.499
H 0.130 -2.243 -0.540
H 1.343 -1.034 -1.127
H 0.562 -1.036 2.619
*
```

Results
- HOMO energy (eV) = -9.70
- frontier orbital gap (eV) = 10.62
- SMILES = C[C@H]1CN1C=O
- LUMO (eV) = 0.91

# 18
Computed, not measured: the molecule C4H7NO, with ωB97M-V/def2-TZVPD.

The geometry in ORCA input format:
```
! RIJCOSX wB97M-V def2-TZVPD def2/J DEFGRID3
* xyz 0 1
C 1.403 -0.595 -0.114
C -0.062 0.016 0.264
C -1.142 -0.860 0.610
O -2.299 -0.699 0.693
C -0.313 1.402 0.058
N -0.123 0.679 -1.146
H 1.574 -1.289 -0.915
H 2.169 0.145 -0.175
H 1.551 -1.140 0.796
H -0.835 -1.850 0.895
H -1.321 1.680 0.274
H 0.425 2.162 0.234
H -1.027 0.350 -1.473
*
```

Results
- HOMO energy (eV) = -9.90
- frontier orbital gap (eV) = 10.69
- SMILES = C[C@@]1(C=O)CN1
- LUMO (eV) = 0.79

# 19
Computed, not measured: the molecule C4H7NO, with ωB97M-V/def2-TZVPD.

The geometry in ORCA input format:
```
! RIJCOSX wB97M-V def2-TZVPD def2/J DEFGRID3
* xyz 0 1
C -0.376 1.052 1.223
C -0.110 0.990 -0.273
O 1.053 0.200 -0.526
C 0.812 -1.112 -0.946
C -0.314 -1.786 -0.262
N -1.218 -2.318 0.226
H 0.477 1.532 1.711
H -1.266 1.651 1.439
H -0.511 0.060 1.667
H 0.094 2.002 -0.644
H -0.961 0.589 -0.838
H 1.726 -1.681 -0.755
H 0.595 -1.178 -2.023
*
```

Results
- HOMO energy (eV) = -10.57
- frontier orbital gap (eV) = 11.42
- SMILES = CCOCC#N
- LUMO (eV) = 0.85

# 20
Computed, not measured: the molecule C4H7NO, with ωB97M-V/def2-TZVPD.

The geometry in ORCA input format:
```
! RIJCOSX wB97M-V def2-TZVPD def2/J DEFGRID3
* xyz 0 1
C -1.784 -0.242 0.210
C -0.419 -0.415 -0.448
C 0.581 0.680 -0.041
C 1.939 0.121 0.129
N 2.571 -0.961 0.070
O 3.102 0.606 0.484
H -2.461 -1.050 -0.083
H -1.690 -0.265 1.302
H -2.252 0.709 -0.068
H -0.518 -0.433 -1.538
H -0.008 -1.390 -0.163
H 0.633 1.497 -0.768
H 0.307 1.144 0.915
*
```

Results
- HOMO energy (eV) = -9.72
- frontier orbital gap (eV) = 10.14
- SMILES = CCCC1=NO1
- LUMO (eV) = 0.43

Number 1: E -7796.19548 eV. Number 2: E -7797.78949 eV. Number 3: E -7797.93786 eV. Number 4: E -7797.74876 eV. Number 5: E -7797.10757 eV. Number 6: E -7795.21189 eV. Number 7: E -7792.64243 eV. Number 8: E -7796.31789 eV. Number 9: E -7795.66296 eV. Number 10: E -7796.48567 eV. Number 11: E -7797.79555 eV. Number 12: E -7795.49765 eV. Number 13: E -7796.49923 eV. Number 14: E -7797.29286 eV. Number 15: E -7795.46526 eV. Number 16: E -7796.27045 eV. Number 17: E -7796.62478 eV. Number 18: E -7795.86077 eV. Number 19: E -7798.00877 eV. Number 20: E -7795.82859 eV.